No. 1
Molecular formula: C3H18NO4
Method: DFT, ωB97M-V/def2-TZVPD

Calculated values
- largest force on an atom (eV/A) = 2.17
- energy above the lowest of the compared OMol25 structures with the same formula, charge and spin (kJ/mol) = 95.6
- LUMO level (hartree) = -0.1022
- multiplicity = 1
- total charge = +1

Each line ends with the Mulliken charge.
Positions of all 26 atoms, in Å:
1 C -0.5842 -0.5422 -0.2503  -0.5898
2 C 0.2530 -0.3961 -1.5136  -0.2533
3 C 0.1868 -1.6724 -2.3627  -1.2845
4 N -0.6649 0.8065 0.4582  -0.0779
5 H -1.6111 -0.6925 -0.5753  0.3071
6 H -0.2290 -1.2327 0.4893  0.4137
7 H 1.2501 -0.1927 -1.1899  0.1915
8 H -0.1047 0.4621 -2.0704  0.3651
9 H -0.5500 -1.5521 -3.1514  0.3462
10 H 1.1221 -1.6966 -2.9274  0.3730
11 H 0.2792 -2.5915 -1.7904  0.3711
12 H -1.0907 1.4989 -0.1483  0.3656
13 H -1.1746 0.7260 1.3660  0.2340
14 H 0.2841 1.0751 0.7112  0.2884
15 H 2.3782 2.1162 1.0160  0.2737
16 H 3.3633 1.3545 0.2160  0.2896
17 O 2.4112 1.4431 0.3219  -0.6113
18 H -2.5653 0.5159 2.7204  0.3448
19 H -1.3864 0.5392 3.6996  0.3469
20 O -1.7927 1.0365 2.9788  -0.7191
21 H -4.2293 1.4637 -0.2443  0.3018
22 H -3.4891 2.7045 0.1108  0.3017
23 O -3.3390 1.7583 -0.0117  -0.5832
24 H 4.2211 -2.4297 1.3346  0.3117
25 H 3.6586 -2.2721 -0.0569  0.3162
26 O 3.4035 -2.2301 0.8698  -0.6231


No. 2
Molecular formula: C3H18O9
Method: DFT, ωB97M-V/def2-TZVPD

Calculated values
- largest force on an atom (eV/A) = 3.44
- SMILES = O=C(O)CCO.O.O.O.O.O.O
- LUMO level (hartree) = 0.0072
- multiplicity = 1

Each line ends with the Mulliken charge.
Positions of all 30 atoms, in Å:
1 O -2.6900 1.2393 1.0749  -0.5213
2 C -1.9108 1.0131 0.2183  0.2850
3 O -2.2544 1.0890 -1.1375  -0.5004
4 C -0.3814 0.7739 0.3573  0.2899
5 C 0.6194 1.3848 -0.5563  -0.5765
6 O 0.7469 0.5490 -1.7233  -0.5279
7 H -3.1139 1.5558 -1.2237  0.3019
8 H -0.2751 -0.3568 0.4650  0.0601
9 H -0.2579 1.1130 1.3903  0.4450
10 H 1.7049 1.3199 -0.1832  0.2413
11 H 0.4098 2.3876 -0.8169  0.2832
12 H -0.0708 0.3686 -2.1958  0.3622
13 O 0.0370 -1.0729 2.6979  -0.6062
14 H -0.1694 -1.4812 3.5307  0.2681
15 H 1.0026 -0.8570 2.7918  0.3556
16 O -0.4688 -3.3869 -1.1683  -0.6613
17 H -0.3782 -2.4262 -1.2708  0.3544
18 H -0.4983 -3.6266 -0.2481  0.3097
19 O 1.0154 3.0530 2.0947  -0.6092
20 H 1.8943 3.4229 1.9843  0.3025
21 H 0.3121 3.6063 1.7504  0.3168
22 O 2.5223 -0.8862 1.7867  -0.6509
23 H 3.4154 -1.1698 1.6413  0.2885
24 H 2.2110 -0.3058 1.1036  0.2366
25 O 2.9766 -1.8151 -1.2596  -0.6409
26 H 2.2731 -2.3694 -1.5985  0.3260
27 H 2.5729 -0.8995 -1.0903  0.3052
28 O -1.4574 -0.9408 -2.5102  -0.6509
29 H -2.0353 -1.2380 -3.2391  0.2453
30 H -1.9505 -0.4647 -1.8269  0.3682


No. 3
Molecular formula: C3H19N2O5
Method: DFT, ωB97M-V/def2-TZVPD

Calculated values
- largest force on an atom (eV/A) = 1.64
- energy above the lowest of the compared OMol25 structures with the same formula, charge and spin (kJ/mol) = 67.1
- LUMO level (hartree) = -0.1051
- multiplicity = 1
- total charge = +1

Each line ends with the Mulliken charge.
Positions of all 29 atoms, in Å:
1 C 2.2421 -2.1740 2.5313  -1.3842
2 C 1.2834 -1.0892 2.2195  0.9544
3 C 0.5354 -1.1684 1.1053  -0.7098
4 N -0.3092 -0.0860 0.5495  -0.0884
5 N 1.2491 -0.0234 3.0671  -0.4253
6 H 2.3010 -2.9723 1.7997  0.3323
7 H 2.0348 -2.6296 3.5044  0.3565
8 H 3.2323 -1.7524 2.6618  0.3706
9 H 0.7307 -1.9294 0.3711  0.2800
10 H -0.9156 -0.5594 -0.1630  0.2924
11 H 0.2697 0.6185 0.0846  0.2853
12 H -0.8234 0.3650 1.3071  0.3632
13 H 1.4861 -0.1555 4.0350  0.2503
14 H 0.6496 0.7766 2.9714  0.1450
15 H 1.0210 -0.0476 -4.7746  0.3178
16 H 2.1816 -0.4943 -3.8953  0.3079
17 O 1.3722 0.0409 -3.8821  -0.6177
18 H -1.5178 0.1773 -2.1444  0.3246
19 H -1.6964 -1.3339 -2.0436  0.3801
20 O -1.9222 -0.5107 -1.5859  -0.8000
21 H 0.6402 3.1202 0.2712  0.3147
22 H -0.3469 4.0797 0.9679  0.3065
23 O -0.0272 3.1705 0.9614  -0.6112
24 H -4.8004 -0.6507 -0.0077  0.2956
25 H -3.8291 -0.7754 -1.2622  0.3534
26 O -4.6847 -0.4549 -0.9400  -0.6057
27 H -0.5649 2.7400 -2.4987  0.3075
28 H 0.4478 1.8646 -2.9523  0.3148
29 O -0.2392 1.8536 -2.2584  -0.6103


No. 4
Molecular formula: C3H19NO7
Method: DFT, ωB97M-V/def2-TZVPD

Calculated values
- largest force on an atom (eV/A) = 2.16
- SMILES = NC(CO)CO.O.O.O.O.O
- energy above the lowest of the compared OMol25 structures with the same formula, charge and spin (kJ/mol) = 164.5
- LUMO level (hartree) = 0.0123
- multiplicity = 1

Each line ends with the Mulliken charge.
Positions of all 30 atoms, in Å:
1 N -0.2379 -0.3779 0.6598  -0.3085
2 C 0.1834 0.4861 1.7320  0.3136
3 C 0.4540 -0.2375 3.0606  -0.5726
4 O -0.5807 -1.1492 3.3986  -0.5232
5 C 1.4440 1.2848 1.3175  -0.6000
6 O 1.2810 2.6917 1.4229  -0.5566
7 H 0.3891 -1.1261 0.4155  0.1356
8 H -1.2157 -0.5578 0.5039  0.1691
9 H -0.5422 1.2345 2.0006  0.2372
10 H 0.5442 0.5284 3.8292  0.3240
11 H 1.3769 -0.8283 3.0398  0.2914
12 H -1.2960 -1.0307 2.7592  0.3194
13 H 1.7403 1.1331 0.3089  0.1803
14 H 2.2605 0.9530 1.9782  0.3065
15 H 1.3854 3.0560 2.3061  0.3066
16 O 0.4140 2.3307 -2.3728  -0.6984
17 H 0.8094 2.3158 -1.4895  0.3292
18 H 1.0927 2.7780 -2.8913  0.3155
19 O -3.3284 -1.2821 0.4323  -0.6348
20 H -3.3175 -2.1516 0.0142  0.3143
21 H -4.1578 -0.8712 0.1614  0.2939
22 O -0.9543 -2.7289 -1.6291  -0.5886
23 H -0.5651 -1.9934 -2.1131  0.3268
24 H -1.2559 -3.2968 -2.3487  0.2773
25 O 2.5652 -0.9859 -2.3740  -0.6330
26 H 2.7509 -0.7872 -1.4515  0.3114
27 H 1.6134 -0.8660 -2.4660  0.3136
28 O -0.7910 0.2446 -3.6485  -0.6647
29 H -0.3700 1.0293 -3.2463  0.4038
30 H -1.6921 0.2048 -3.3098  0.3110


No. 5
Molecular formula: C3H19NO8
Method: DFT, ωB97M-V/def2-TZVPD

Calculated values
- largest force on an atom (eV/A) = 2.83
- SMILES = CC(=O)NCO.O.O.O.O.O.O
- energy above the lowest of the compared OMol25 structures with the same formula, charge and spin (kJ/mol) = 0.0
- LUMO level (hartree) = 0.0171
- multiplicity = 1

Each line ends with the Mulliken charge.
Positions of all 31 atoms, in Å:
1 C -0.8270 0.8400 -0.4007  -0.9059
2 C 0.5004 0.2263 -0.6428  1.1984
3 O 1.2491 0.6602 -1.5385  -0.9911
4 N 0.9876 -0.8270 0.0832  -0.0374
5 C 0.2259 -1.5138 1.1401  -0.3389
6 O -0.9197 -2.1185 0.5877  -0.5778
7 H -0.9047 1.2173 0.6136  -0.1991
8 H -1.6425 0.1125 -0.5462  0.4340
9 H -0.9596 1.6548 -1.0713  0.3661
10 H 1.8353 -1.2652 -0.2257  0.3807
11 H -0.1890 -0.7732 1.8786  0.1410
12 H 0.8831 -2.3077 1.5950  0.3022
13 H -0.6624 -2.6043 -0.2336  0.4379
14 O -0.0398 -3.2462 -1.6778  -0.6803
15 H 0.6281 -2.7109 -2.0478  0.3569
16 H -0.6665 -3.4398 -2.4004  0.3220
17 O 1.2354 3.2499 -0.7758  -0.7328
18 H 0.8718 3.8127 -1.4396  0.2940
19 H 1.3958 2.3485 -1.1336  0.3219
20 O 0.1306 3.1432 1.6582  -0.7066
21 H 0.8387 3.4811 2.1914  0.3053
22 H 0.4485 3.1678 0.7437  0.4017
23 O -2.8704 -0.4719 1.4624  -0.7277
24 H -2.3268 0.0990 1.9659  0.3580
25 H -2.3417 -1.1695 1.1240  0.3757
26 O -1.1985 1.1329 2.8547  -0.6785
27 H -0.6955 1.8649 2.4030  0.3604
28 H -1.7780 1.5351 3.4597  0.3063
29 O 1.7401 -1.6231 -2.8576  -0.7199
30 H 1.7185 -0.6729 -2.4979  0.3327
31 H 2.6230 -1.6890 -3.2464  0.3006


No. 6
Molecular formula: C3H20N2O10
Method: DFT, ωB97M-V/def2-TZVPD

Calculated values
- largest force on an atom (eV/A) = 1.83
- SMILES = NC(=O)CNC(=O)O.O.O.O.O.O.O.O
- energy above the lowest of the compared OMol25 structures with the same formula, charge and spin (kJ/mol) = 36.1
- LUMO level (hartree) = -0.0079
- multiplicity = 1

Each line ends with the Mulliken charge.
Positions of all 35 atoms, in Å:
1 N 1.8019 -2.9217 0.9920  -0.2684
2 C 1.7438 -1.7847 1.7168  0.0683
3 O 1.8969 -1.7543 2.9254  -0.6412
4 C 1.8820 -0.4818 0.9355  -0.1517
5 N 0.9321 -0.3196 -0.1647  0.2169
6 C 0.7322 0.8709 -0.7954  0.7042
7 O 0.1752 0.9393 -1.8740  -0.6821
8 O 1.2506 1.9829 -0.2523  -0.5995
9 H 1.3725 -2.9984 0.0794  0.2068
10 H 2.1160 -3.7420 1.4824  0.2301
11 H 2.9046 -0.3976 0.5535  0.2451
12 H 1.6993 0.3223 1.6410  0.4320
13 H 0.7072 -1.1326 -0.7281  0.0835
14 H 1.8099 2.0098 0.5600  0.2437
15 O -0.8350 3.6807 -0.3932  -0.7173
16 H -0.6695 4.3220 0.3021  0.2714
17 H -0.0509 3.0844 -0.4128  0.4920
18 O -1.6012 -2.3935 0.7287  -0.6161
19 H -2.0128 -1.6473 0.2650  0.3743
20 H -1.6428 -2.1552 1.6569  0.2836
21 O -1.1461 -1.0697 -2.5368  -0.8008
22 H -0.7145 -0.1971 -2.5296  0.4406
23 H -1.9094 -0.9018 -1.9608  0.3560
24 O 0.1732 -3.1386 -1.4530  -0.8057
25 H -0.3618 -2.5853 -2.0804  0.3527
26 H -0.4634 -3.2411 -0.7305  0.3462
27 O 2.7724 2.4175 1.8824  -0.6283
28 H 2.4367 2.6305 2.7622  0.2938
29 H 3.6401 2.0199 2.0019  0.3054
30 O -3.0522 2.4308 -0.9257  -0.7253
31 H -3.3699 2.8347 -1.7358  0.2966
32 H -2.1352 2.7908 -0.7951  0.4181
33 O -3.1782 -0.2097 -0.3768  -0.6836
34 H -2.7944 0.6898 -0.4326  0.3834
35 H -4.1094 0.0453 -0.3075  0.2751